This record from OMol25 describes a structure of composition C19H44Cl2HfO2Si4. The level of theory is wB97M-V/def2-TZVPD.

Cartesian coordinates (Å):
1 C 1.078991 0.937993 -3.608851
2 C 0.460111 -0.321881 -3.918671
3 C 1.340822 -1.357138 -3.530202
4 C -0.812093 -0.524293 -4.650120
5 C 2.494835 -0.772159 -2.961114
6 C 2.346953 0.655343 -3.011632
7 C 3.384564 1.650809 -2.641220
8 C 0.553083 2.281044 -3.960181
9 C 1.115656 -2.806845 -3.730238
10 C 3.699167 -1.519720 -2.529509
11 Hf 0.710007 0.034314 -1.543669
12 Cl -4.030573 -1.953126 -2.357845
13 Cl -1.600680 0.584843 -1.807433
14 O 2.055151 -0.252088 -0.053379
15 H -1.423302 0.369638 -4.653605
16 H -1.402306 -1.324158 -4.212796
17 H -0.591326 -0.793624 -5.685165
18 H 0.067894 -3.068006 -3.624135
19 H 1.678216 -3.401713 -3.018214
20 H 1.434698 -3.092038 -4.735009
21 H 3.437467 -2.410289 -1.965874
22 H 4.347871 -0.916081 -1.906523
23 H 4.262903 -1.831682 -3.411126
24 H 3.972722 1.315417 -1.792392
25 H 2.940787 2.606960 -2.381850
26 H 4.062177 1.813946 -3.481009
27 H -0.526682 2.320089 -3.860998
28 H 0.814395 2.527798 -4.990714
29 H 0.964317 3.049233 -3.313181
30 H 1.932412 -1.090551 0.411636
31 O 0.690601 1.743291 -0.658045
32 H 1.444460 1.828729 -0.053565
33 C 0.777438 -3.033112 2.115450
34 Si 0.598904 -1.278667 2.758382
35 C -0.180836 -1.450910 4.445944
36 C 2.321285 -0.646549 3.163129
37 Si -0.558754 0.071015 1.248245
38 Si -2.757531 -0.659302 1.316337
39 C -3.542038 -0.754225 3.015257
40 C -4.018132 0.410810 0.422820
41 C -2.805346 -2.400957 0.663411
42 Si -0.566480 2.220777 2.136777
43 C -1.454723 2.334630 3.772080
44 C 1.121581 2.964727 2.509380
45 C -1.439712 3.415347 0.988832
46 H 1.360277 -3.624580 2.850652
47 H 1.299185 -3.066444 1.140506
48 H -0.214810 -3.502564 2.006027
49 H 0.501608 -2.042683 5.089657
50 H -0.336088 -0.460267 4.910447
51 H -1.124194 -2.010919 4.380379
52 H 2.968267 -0.529515 2.276432
53 H 2.247888 0.317144 3.693330
54 H 2.806956 -1.371013 3.848743
55 H -3.593977 0.235999 3.493908
56 H -4.579508 -1.128393 2.900350
57 H -3.013641 -1.459165 3.667844
58 H -3.860677 0.484448 -0.661334
59 H -5.021076 -0.039253 0.569639
60 H -4.028359 1.422564 0.870308
61 H -2.321279 -2.441727 -0.330448
62 H -2.262762 -3.066384 1.355779
63 H -3.858829 -2.743436 0.604542
64 H -0.981367 1.668092 4.515874
65 H -1.390090 3.379306 4.139938
66 H -2.521815 2.087410 3.641072
67 H 1.762629 3.078288 1.619427
68 H 0.967247 3.977750 2.934010
69 H 1.647186 2.362450 3.267982
70 H -0.920277 3.486012 0.014769
71 H -2.482153 3.088576 0.823041
72 H -1.449294 4.420663 1.457714

Cartesian forces (eV/Å) of the 3 atoms listed first:
C 0.902 -0.862 -1.663
C 0.779 0.745 -0.783
C 0.129 0.657 0.121

The charge is -2. The total energy comes out at -3027.45602 Eh.



This record from OMol25 describes a cluster of 5 separate species, C19H44IN4O8PS in total. The level of theory is wB97M-V/def2-TZVPD.

Cartesian coordinates (Å):
1 C -0.043896 -4.262701 1.623281
2 C 0.650319 -2.906014 1.823993
3 C 0.849125 -2.106760 0.549279
4 I -1.097733 -1.288396 0.032598
5 C 1.452352 -2.848103 -0.647088
6 C 2.609425 -3.799718 -0.262849
7 O 3.851775 -3.121822 -0.195552
8 C 4.411736 -2.940334 1.082192
9 P 5.245236 -1.295642 1.141332
10 O 5.407069 -0.874646 -0.383104
11 O 4.147841 -0.291602 1.770316
12 S 6.938313 -1.341856 2.041774
13 O 2.011620 -1.916903 -1.557474
14 C 1.221906 -1.576116 -2.690964
15 H -0.784847 -4.394728 2.396739
16 H 0.645924 -5.088301 1.710326
17 H -0.580269 -4.287506 0.685011
18 H 0.031689 -2.326238 2.490976
19 H 1.582600 -3.039423 2.356400
20 H 1.458969 -1.231244 0.700238
21 H 0.704825 -3.447763 -1.150095
22 H 2.690455 -4.519010 -1.068788
23 H 2.403864 -4.357771 0.638470
24 H 3.681455 -3.015201 1.882412
25 H 5.206008 -3.644058 1.299487
26 H 4.647348 -0.330767 -0.664680
27 H 3.288224 -0.750019 1.757902
28 H 0.597883 -0.717127 -2.489757
29 H 1.906486 -1.299137 -3.481978
30 H 0.630503 -2.410480 -3.048549
31 C -6.582345 0.578153 -0.639817
32 C -5.102543 0.367485 -0.467867
33 O -4.361631 0.052565 -1.390426
34 N -4.586235 0.556552 0.774944
35 C -5.275784 0.924649 1.996932
36 H -6.841247 0.397952 -1.678426
37 H -7.145052 -0.112805 -0.011476
38 H -6.856648 1.600570 -0.381208
39 H -3.590592 0.417324 0.793534
40 H -4.879137 1.865050 2.383871
41 H -5.135506 0.152107 2.755332
42 H -6.337687 1.046843 1.813114
43 C -8.562693 4.532914 -1.658619
44 C -8.916119 4.000454 -0.290851
45 O -8.613997 2.868742 0.060116
46 N -9.587319 4.827464 0.549408
47 C -10.025013 6.190677 0.309905
48 H -8.033300 3.758696 -2.204080
49 H -9.462882 4.800396 -2.212574
50 H -7.917753 5.408260 -1.577992
51 H -9.792381 4.411210 1.443883
52 H -9.571276 6.864073 1.038419
53 H -11.109755 6.258710 0.404557
54 H -9.742470 6.515123 -0.684736
55 C -3.020082 2.971003 -1.519755
56 C -2.411240 4.187631 -2.171806
57 O -3.086374 5.042178 -2.721162
58 N -1.054896 4.301508 -2.126227
59 C -0.098706 3.389055 -1.527498
60 H -4.097214 3.011367 -1.638805
61 H -2.656132 2.055639 -1.986402
62 H -2.784473 2.949440 -0.454295
63 H -0.705740 5.132630 -2.575916
64 H 0.474424 3.899211 -0.750872
65 H 0.597152 3.022519 -2.284823
66 H -0.605401 2.539065 -1.083453
67 C 9.822379 -2.902774 -0.060195
68 C 10.127500 -3.587593 1.250085
69 O 9.339358 -4.348058 1.784493
70 N 11.333000 -3.326601 1.828013
71 C 12.391623 -2.460799 1.345625
72 H 8.832889 -3.204672 -0.385470
73 H 9.831321 -1.819434 0.062374
74 H 10.548636 -3.188224 -0.823148
75 H 11.471859 -3.810451 2.700426
76 H 13.309297 -3.033215 1.196951
77 H 12.591880 -1.669765 2.070566
78 H 12.112096 -2.003433 0.403501

Cartesian forces (eV/Å) of the 3 atoms listed first:
C 0.020 0.464 0.314
C -0.412 -0.290 -0.009
C -0.255 -0.258 -0.134

The charge is 0. The SMILES is CC[C@H](I)[C@H](COCP(O)(O)=S)OC.CNC(C)=O.CNC(C)=O.CNC(C)=O.CNC(C)=O. The total energy comes out at -2608.61546 Eh.



This record from OMol25 describes a cluster of 5 separate species, C19H44IN4O8S4 in total. The level of theory is wB97M-V/def2-TZVPD.

Cartesian coordinates (Å):
1 C 3.524301 -3.371437 3.679170
2 C 4.326989 -4.274040 2.756726
3 O 3.808966 -4.252531 1.417378
4 C 4.263476 -3.206493 0.627724
5 C 3.092237 -2.498455 -0.001998
6 N 1.844514 -2.913390 0.052891
7 C 1.125343 -2.021352 -0.640044
8 N -0.212017 -2.093555 -0.674995
9 C -1.140906 -1.160064 -1.242311
10 C -1.459003 -1.318198 -2.724670
11 O -1.629282 -0.402002 -3.429003
12 I -1.598280 -3.335498 -3.422379
13 N 1.919364 -1.097971 -1.207910
14 C 1.633625 0.048773 -2.059928
15 C 1.202966 1.316534 -1.277113
16 O 0.619605 0.945242 -0.040757
17 N 3.196948 -1.388625 -0.747063
18 C 4.378318 -0.583466 -1.106632
19 O 5.211786 -0.554032 -0.000421
20 C 5.830610 0.712890 0.245073
21 H 3.908114 -3.435560 4.703362
22 H 2.471890 -3.673626 3.696005
23 H 3.566120 -2.319976 3.372733
24 H 4.283504 -5.320669 3.071125
25 H 5.386638 -3.982933 2.730996
26 H 4.863508 -2.474052 1.180672
27 H 4.889403 -3.578856 -0.202237
28 H -0.573153 -2.907881 -0.197236
29 H -0.802371 -0.133198 -1.095257
30 H -2.098337 -1.253363 -0.712632
31 H 0.866391 -0.261115 -2.773390
32 H 2.527244 0.227288 -2.664446
33 H 0.429392 1.819707 -1.872895
34 H 2.036016 2.016989 -1.161680
35 H 1.099728 1.308722 0.712444
36 H 4.017503 0.413498 -1.384311
37 H 4.877262 -1.047282 -1.970502
38 H 6.489250 0.575770 1.104126
39 H 5.077111 1.474145 0.479171
40 H 6.425288 1.027323 -0.619623
41 C -0.478481 -2.322728 2.723044
42 S 0.243724 -0.888847 3.538859
43 O 1.320044 -1.406452 4.419963
44 C -1.162407 -0.499339 4.575195
45 H 0.307268 -2.754502 2.103106
46 H -0.808201 -3.053426 3.461366
47 H -1.317804 -1.994248 2.107029
48 H -1.389577 -1.342095 5.226596
49 H -2.019075 -0.249827 3.948691
50 H -0.896527 0.360640 5.185724
51 C -5.652450 -1.952343 7.124166
52 S -3.976796 -2.067682 7.758855
53 O -3.242404 -0.882311 7.238823
54 C -3.476656 -3.457777 6.734464
55 H -6.125133 -1.106120 7.617930
56 H -5.617391 -1.784990 6.047922
57 H -6.194573 -2.867263 7.362218
58 H -3.606681 -3.190875 5.685250
59 H -4.073544 -4.333254 6.989089
60 H -2.427949 -3.654678 6.948886
61 C -5.539745 3.637141 -4.478908
62 S -4.093543 2.896658 -3.719202
63 O -3.044229 3.951869 -3.661619
64 C -3.662577 1.828105 -5.093782
65 H -5.928196 4.377710 -3.783165
66 H -5.246200 4.117713 -5.411702
67 H -6.289528 2.866189 -4.654504
68 H -3.520721 2.430212 -5.991086
69 H -4.451247 1.090236 -5.241992
70 H -2.736636 1.325150 -4.827305
71 C -1.725691 6.610047 -5.250349
72 S -0.013793 7.081906 -5.010443
73 O 0.212748 8.340012 -5.764365
74 C 0.678335 5.757790 -6.014719
75 H -2.343525 7.343766 -4.736620
76 H -1.948924 6.618163 -6.317689
77 H -1.895205 5.624005 -4.816168
78 H 0.279165 5.834059 -7.025819
79 H 0.426252 4.796252 -5.566447
80 H 1.757811 5.893873 -6.031459

Cartesian forces (eV/Å) of the 3 atoms listed first:
C 0.022 -0.182 -0.046
C 0.085 0.169 0.133
O 0.032 -0.187 -0.144

The charge is +1. The total energy comes out at -3461.33230 Eh.



This record from OMol25 describes a structure of composition C19H44N3Si4TeTi. The level of theory is wB97M-V/def2-TZVPD.

Cartesian coordinates (Å):
1 Ti -1.849042 1.302166 0.718710
2 N -2.520206 2.562634 -0.952652
3 C -3.473906 3.519410 -0.314748
4 C -3.701620 3.090979 1.139582
5 C -2.489489 3.417917 2.041396
6 C -2.437301 2.551261 3.299868
7 N -2.239676 1.143784 2.863937
8 H -1.813599 3.044235 -1.505229
9 H -3.012765 1.935185 -1.587004
10 H -4.415319 3.549817 -0.861507
11 H -3.042987 4.520456 -0.341135
12 H -3.934299 2.005854 1.142069
13 H -4.588678 3.571078 1.551523
14 H -2.476060 4.475986 2.301880
15 H -1.541446 3.264789 1.485160
16 H -3.356566 2.658087 3.877054
17 H -1.607912 2.862561 3.933270
18 H -3.041372 0.545046 3.054945
19 H -1.431533 0.718702 3.316429
20 N -2.657873 -0.139122 0.419388
21 C -3.199706 -1.365642 0.831904
22 C -2.539250 -2.111826 1.809105
23 C -3.082505 -3.302970 2.263855
24 C -4.283869 -3.766493 1.744947
25 C -4.935866 -3.032466 0.762352
26 C -4.400856 -1.837770 0.308122
27 H -1.577830 -1.762713 2.172148
28 H -2.557980 -3.877331 3.015798
29 H -4.704660 -4.697827 2.096879
30 H -5.867953 -3.390988 0.347590
31 H -4.902185 -1.264325 -0.461477
32 C -0.709830 -0.896582 -2.540891
33 Si 0.630542 -1.786291 -1.572931
34 C 1.707661 -2.725518 -2.783270
35 C -0.104582 -2.982448 -0.328181
36 Si 2.024354 -0.214961 -0.545342
37 Te 0.719460 1.225936 1.131619
38 Si 2.703684 1.435945 -2.070393
39 C 1.153515 2.263860 -2.750547
40 C 3.692531 0.668111 -3.463759
41 C 3.749890 2.718769 -1.204694
42 Si 3.696698 -1.071527 0.863191
43 C 4.930809 -2.015225 -0.176957
44 C 2.880630 -2.206077 2.104718
45 C 4.546507 0.336413 1.745305
46 H -1.548095 -1.572183 -2.726570
47 H -0.317430 -0.568750 -3.504997
48 H -1.102297 -0.021631 -2.007978
49 H 1.089642 -3.452957 -3.315894
50 H 2.511452 -3.273074 -2.288344
51 H 2.158647 -2.063247 -3.522787
52 H 0.236188 -3.995509 -0.549259
53 H -1.195543 -2.974460 -0.374094
54 H 0.183827 -2.750595 0.697478
55 H 0.803409 1.774415 -3.660253
56 H 1.352266 3.312197 -2.982395
57 H 0.348249 2.218613 -2.011236
58 H 3.052420 0.161498 -4.186919
59 H 4.410674 -0.062517 -3.086594
60 H 4.252947 1.439359 -3.996126
61 H 3.238300 3.139476 -0.337406
62 H 3.974785 3.531808 -1.899099
63 H 4.697603 2.300158 -0.863930
64 H 4.451094 -2.807704 -0.753664
65 H 5.690419 -2.476775 0.457668
66 H 5.440920 -1.351323 -0.877504
67 H 2.522508 -3.123246 1.634597
68 H 2.030876 -1.712905 2.581237
69 H 3.590950 -2.483453 2.886733
70 H 5.050808 1.003846 1.046482
71 H 5.297415 -0.062262 2.431673
72 H 3.840406 0.930343 2.327153

Cartesian forces (eV/Å) of the 3 atoms listed first:
Ti -0.351 -1.218 -0.245
N -0.081 0.121 -0.085
C -0.043 0.063 0.091

The charge is +1. The value obtained for the relative energy (zero: lowest compared OMol25 entry of this formula, charge and spin) is 11.8 kcal/mol.